ORCA calculation (ωB97M-V/def2-TZVPD) on C4H9NO2 in the gas phase in a non-equilibrium geometry.

Values from the calculation:
Kohn-Sham gap: 9.061 eV
energy: -362.92320 Eh
SMILES string: C=CN(C)C(O)O
LUMO energy: 0.89 eV
energy relative to the best compared isomer or geometry (same formula, charge and spin): 101.9 kcal per mole
HOMO: -8.17 eV

Each atom is followed by the atoms it is bonded to, with distances in Å.
Geometry (Å):
1 C -1.767 0.193 0.877  H3 1.090, H7 1.099, N9 1.450, H15 1.091
2 C -0.084 -0.832 -0.718  H4 1.084, N9 1.562, C12 1.347
3 H -2.238 -0.791 0.866  C1 1.090
4 H -1.040 -1.166 -1.105  C2 1.084
5 O 1.609 1.154 1.034  C10 1.362, H14 0.970
6 H 1.511 1.089 -1.463  O8 0.969
7 H -2.294 0.822 0.147  C1 1.099
8 O 0.589 0.978 -1.188  H6 0.969, C10 1.609
9 N -0.362 0.013 0.566  C1 1.450, C2 1.562, C10 1.394
10 C 0.403 1.166 0.399  O5 1.362, O8 1.609, N9 1.394, H11 1.094
11 H -0.086 2.135 0.539  C10 1.094
12 C 0.965 -1.658 -0.894  C2 1.347, H13 1.080, H16 1.078
13 H 1.980 -1.347 -0.699  C12 1.080
14 H 1.892 0.228 1.094  O5 0.970
15 H -1.881 0.653 1.860  C1 1.091
16 H 0.804 -2.638 -1.313  C12 1.078